# 1
{
  "formula": "C22H30N2O6S2",
  "method": "wB97M-V/def2-TZVPD",
  "symbols": ["C", "C", "C", "S", "O", "O", "C", "C", "N", "C", "C", "C", "C", "O", "C", "C", "C", "N", "C", "C", "C", "C", "O", "C", "C", "C", "S", "O", "O", "C", "C", "C", "H", "H", "H", "H", "H", "H", "H", "H", "H", "H", "H", "H", "H", "H", "H", "H", "H", "H", "H", "H", "H", "H", "H", "H", "H", "H", "H", "H", "H", "H"],
  "xyz": [[-5.88, -2.75, -2.75], [-5.14, -2.47, -1.45], [-4.14, -1.34, -1.59], [-3.35, -1.08, 0.02], [-4.36, -0.73, 0.98], [-2.59, -2.29, 0.32], [-2.24, 0.26, -0.15], [-0.86, 0.16, -0.16], [-0.11, 1.28, -0.33], [1.22, 1.32, -0.80], [1.71, 0.42, -1.75], [3.02, 0.48, -2.15], [3.88, 1.46, -1.63], [5.17, 1.41, -2.08], [6.08, 2.35, -1.58], [3.38, 2.39, -0.73], [2.06, 2.32, -0.32], [-0.27, -1.04, -0.01], [1.04, -1.27, 0.46], [1.74, -2.36, -0.02], [3.04, -2.61, 0.39], [3.66, -1.75, 1.29], [4.94, -1.88, 1.74], [5.73, -2.93, 1.24], [2.94, -0.68, 1.81], [1.64, -0.44, 1.40], [-3.15, 1.76, -0.22], [-4.29, 1.57, -1.08], [-2.25, 2.84, -0.60], [-3.72, 2.11, 1.46], [-2.52, 2.27, 2.37], [-2.93, 2.56, 3.81], [-6.41, -1.86, -3.08], [-6.60, -3.55, -2.61], [-5.19, -3.04, -3.53], [-5.85, -2.19, -0.66], [-4.61, -3.37, -1.11], [-4.60, -0.40, -1.86], [-3.33, -1.59, -2.28], [-0.66, 2.14, -0.40], [1.05, -0.32, -2.17], [3.41, -0.21, -2.87], [6.19, 2.27, -0.49], [5.80, 3.37, -1.84], [7.04, 2.11, -2.05], [4.01, 3.17, -0.33], [1.68, 3.04, 0.38], [-0.93, -1.82, 0.07], [1.27, -3.03, -0.73], [3.56, -3.47, -0.01], [5.84, -2.86, 0.15], [5.31, -3.91, 1.50], [6.70, -2.82, 1.71], [3.41, -0.04, 2.53], [1.09, 0.39, 1.82], [-4.31, 3.03, 1.39], [-4.35, 1.28, 1.74], [-1.89, 3.08, 1.99], [-1.94, 1.35, 2.34], [-2.06, 2.67, 4.44], [-3.51, 3.49, 3.86], [-3.55, 1.75, 4.20]],
  "mulliken_charge": [-1.307, -0.385, -0.779, 1.401, -0.702, -0.869, -1.045, 0.499, 0.366, -0.474, -0.001, -0.794, 0.908, -0.467, -0.875, -0.353, -0.971, 0.129, -0.476, -0.917, -0.359, 0.879, -0.458, -0.878, -0.808, -0.016, 1.302, -0.755, -0.867, -0.865, 0.149, -1.489, 0.334, 0.388, 0.333, 0.352, 0.321, 0.550, 0.363, 0.454, 0.389, 0.431, 0.336, 0.342, 0.248, 0.409, 0.461, 0.492, 0.451, 0.411, 0.338, 0.343, 0.251, 0.443, 0.383, 0.579, 0.446, 0.284, 0.033, 0.405, 0.356, 0.354],
  "multiplicity": 1,
  "e_homo_ev": -8.00,
  "smiles": "CCCS(=O)(=O)C(=C(Nc1ccc(OC)cc1)Nc1ccc(OC)cc1)S(=O)(=O)CCC",
  "homo_lumo_gap_ev": 8.6
}


# 2
{
  "formula": "C21H16F4O2S",
  "method": "wB97M-V/def2-TZVPD",
  "symbols": ["F", "C", "C", "C", "C", "C", "C", "C", "C", "C", "C", "C", "C", "C", "H", "H", "H", "H", "H", "H", "H", "H", "H", "H", "F", "C", "F", "F", "S", "C", "C", "C", "C", "C", "C", "C", "O", "O", "H", "H", "H", "H", "H", "H"],
  "xyz": [[-5.69, 0.72, 1.98], [-4.47, 0.11, 1.88], [-3.49, 0.42, 2.83], [-2.19, 0.08, 2.53], [-1.84, -0.65, 1.35], [-0.46, -0.83, 1.06], [0.17, -1.84, 0.28], [1.41, -2.35, 0.75], [2.09, -3.33, 0.05], [1.55, -3.84, -1.14], [0.32, -3.36, -1.61], [-0.33, -2.32, -0.96], [-2.91, -1.14, 0.56], [-4.20, -0.66, 0.75], [-3.74, 0.98, 3.73], [-1.40, 0.33, 3.23], [0.23, -0.19, 1.63], [1.80, -1.95, 1.69], [3.04, -3.70, 0.43], [2.08, -4.62, -1.69], [-0.13, -3.78, -2.51], [-1.21, -1.84, -1.39], [-2.73, -1.88, -0.22], [-4.99, -0.86, 0.02], [-2.76, 3.59, 0.50], [-1.93, 3.03, -0.39], [-2.51, 1.88, -0.84], [-1.82, 3.86, -1.45], [-0.28, 2.64, 0.41], [0.34, 1.50, -0.70], [1.72, 1.37, -0.94], [2.18, 0.86, -2.19], [3.55, 0.74, -2.43], [4.48, 1.08, -1.44], [4.03, 1.57, -0.20], [2.68, 1.72, 0.04], [0.46, 3.88, 0.40], [-0.60, 2.01, 1.67], [-0.39, 0.97, -1.32], [1.43, 0.58, -2.94], [3.89, 0.36, -3.39], [5.55, 0.94, -1.61], [4.74, 1.82, 0.58], [2.33, 2.09, 1.00]],
  "mulliken_charge": [-0.315, 0.553, -0.707, -0.378, 0.885, -0.639, 0.709, -0.423, -0.670, -0.335, -0.990, -0.030, -0.491, -0.812, 0.400, 0.361, 0.408, 0.378, 0.399, 0.397, 0.377, 0.470, 0.562, 0.439, -0.227, 0.664, -0.211, -0.237, 0.708, -0.778, 0.831, -0.443, -0.572, -0.396, -0.798, -0.326, -0.624, -0.557, 0.575, 0.363, 0.366, 0.374, 0.367, 0.376],
  "multiplicity": 1,
  "e_homo_ev": -6.69,
  "homo_lumo_gap_ev": 4.3
}


# 3
{
  "formula": "C7H17NSi",
  "method": "wB97M-V/def2-TZVPD",
  "symbols": ["C", "C", "C", "C", "C", "C", "C", "N", "Si", "H", "H", "H", "H", "H", "H", "H", "H", "H", "H", "H", "H", "H", "H", "H", "H", "H"],
  "xyz": [[-1.38, 0.23, -1.60], [-2.32, -1.79, 0.58], [-0.94, 2.00, 2.12], [2.28, -0.66, 0.76], [1.78, 1.17, -1.85], [-1.11, -0.86, 0.67], [-0.59, -0.37, -0.58], [-2.62, 0.53, -1.43], [1.29, -0.39, -0.80], [-0.94, 0.46, -2.60], [-2.05, -2.82, 0.40], [-2.97, -1.38, -0.24], [-2.80, -1.89, 1.45], [-0.64, 2.03, 1.06], [-0.39, 1.49, 2.88], [-1.91, 2.31, 2.51], [2.72, 0.30, 1.11], [1.62, -1.01, 1.61], [3.26, -1.28, 0.62], [2.07, 2.00, -1.20], [2.40, 0.91, -2.79], [0.84, 1.34, -2.43], [-0.35, -1.27, 1.26], [-1.53, 0.04, 1.27], [-2.87, 1.21, -2.02], [1.30, -1.52, -1.79]],
  "mulliken_charge": [-0.200, -1.461, -0.931, -0.923, -0.996, 0.242, 0.310, -0.686, 0.264, 0.394, 0.329, 0.301, 0.461, 0.307, 0.325, 0.336, 0.294, 0.267, 0.308, 0.327, 0.326, 0.240, 0.202, -0.085, 0.213, -0.162],
  "multiplicity": 1,
  "e_homo_ev": [-8.68, -7.96],
  "homo_lumo_gap_ev": [7.9, 8.1]
}


# 4
{
  "formula": "C37H39GeIN3O3PTl",
  "method": "wB97M-V/def2-TZVPD",
  "symbols": ["Tl", "C", "C", "N", "C", "C", "C", "O", "C", "C", "N", "C", "C", "C", "C", "C", "C", "I", "C", "O", "H", "H", "H", "H", "H", "H", "H", "H", "H", "H", "H", "H", "O", "N", "C", "C", "C", "C", "C", "C", "C", "P", "C", "C", "C", "C", "C", "C", "C", "C", "C", "C", "C", "C", "H", "H", "H", "H", "H", "H", "H", "H", "H", "H", "H", "H", "H", "H", "H", "H", "C", "Ge", "C", "C", "C", "H", "H", "H", "H", "H", "H", "H", "H", "H", "H", "H"],
  "xyz": [[0.43, -0.61, 1.59], [-0.93, 2.51, -2.42], [0.56, 2.31, -2.50], [1.22, 3.01, -3.39], [2.57, 2.91, -3.44], [3.29, 2.17, -2.55], [4.79, 2.23, -2.60], [5.36, 2.99, -1.54], [2.61, 1.38, -1.59], [3.35, 0.75, -0.52], [2.86, -0.19, 0.19], [3.44, -0.64, 1.39], [4.80, -0.67, 1.68], [5.22, -1.11, 2.94], [4.28, -1.50, 3.89], [2.92, -1.46, 3.59], [2.50, -1.05, 2.34], [-0.86, -2.74, 3.06], [1.17, 1.36, -1.58], [0.44, 0.65, -0.81], [-1.25, 3.12, -3.27], [-1.19, 3.03, -1.49], [-1.46, 1.56, -2.43], [3.06, 3.49, -4.22], [5.09, 2.65, -3.57], [5.24, 1.23, -2.52], [4.84, 3.80, -1.45], [4.33, 1.18, -0.27], [5.53, -0.37, 0.94], [6.27, -1.14, 3.17], [4.62, -1.84, 4.86], [2.19, -1.77, 4.33], [2.30, -2.99, -0.94], [0.96, -2.89, -0.63], [0.37, -4.00, -0.71], [-1.09, -4.19, -0.50], [-1.48, -5.53, -0.48], [-2.81, -5.90, -0.45], [-3.79, -4.92, -0.50], [-3.41, -3.58, -0.51], [-2.08, -3.18, -0.45], [-1.66, -1.36, -0.38], [-1.91, -1.09, -2.18], [-0.78, -1.17, -3.00], [-0.88, -1.04, -4.37], [-2.12, -0.82, -4.96], [-3.25, -0.73, -4.16], [-3.15, -0.87, -2.78], [-3.15, -0.58, 0.37], [-3.81, -1.12, 1.47], [-4.81, -0.40, 2.12], [-5.16, 0.87, 1.69], [-4.49, 1.43, 0.61], [-3.49, 0.72, -0.03], [2.62, -2.10, -0.73], [0.93, -4.89, -1.00], [-0.71, -6.30, -0.49], [-3.09, -6.95, -0.40], [-4.84, -5.18, -0.54], [-4.18, -2.83, -0.55], [0.20, -1.31, -2.53], [0.01, -1.08, -4.99], [-2.20, -0.70, -6.03], [-4.22, -0.56, -4.61], [-4.04, -0.79, -2.17], [-3.53, -2.10, 1.85], [-5.30, -0.84, 2.99], [-5.94, 1.42, 2.20], [-4.74, 2.43, 0.27], [-2.94, 1.18, -0.85], [1.75, 2.41, 4.11], [0.27, 2.72, 2.86], [0.94, 3.50, 1.19], [-0.94, 4.03, 3.72], [-0.73, 1.12, 2.41], [2.27, 3.35, 4.31], [2.47, 1.69, 3.71], [1.37, 2.02, 5.06], [1.46, 4.45, 1.36], [0.10, 3.68, 0.52], [1.62, 2.81, 0.69], [-0.39, 4.95, 3.96], [-1.35, 3.62, 4.64], [-1.76, 4.28, 3.05], [-1.47, 1.40, 1.66], [-1.26, 0.69, 3.26]],
  "mulliken_charge": [1.727, -0.174, 0.385, -0.780, -0.996, 0.789, -0.955, -0.546, 0.031, -1.065, 0.518, 0.180, -0.917, -0.586, -0.644, -0.841, 0.360, -0.515, -0.348, 0.837, 0.487, 0.044, -0.363, 0.325, 0.369, 0.332, 0.364, 0.523, 0.433, 0.372, 0.398, 0.372, -0.714, 0.676, -1.325, 0.730, -0.882, -0.824, -0.839, -0.418, 1.205, 1.065, 0.329, 0.121, -0.605, -0.650, -0.671, -0.142, 0.365, -0.640, -0.859, -0.606, -0.703, -0.710, 0.193, 0.311, 0.413, 0.391, 0.432, 0.338, -0.155, 0.441, 0.383, 0.415, 0.263, 0.423, 0.411, 0.371, 0.447, 0.253, -1.037, 0.464, -0.649, -1.306, -0.678, 0.379, 0.224, 0.329, 0.457, 0.124, -0.005, 0.379, 0.371, 0.349, -0.253, 0.507],
  "multiplicity": 1,
  "charge": -1,
  "e_homo_ev": -4.71,
  "homo_lumo_gap_ev": 7.2
}


Across the entries above, ΔE to the lowest compared entry with this formula, charge and spin takes the values 99.5, 131.4, 538.6, 0.0 kJ/mol, respectively.